{"formula": "C5H13NO2", "method": "the ωB97M-V functional and the def2-TZVPD basis", "elements": ["C", "H", "C", "C", "H", "H", "H", "O", "H", "O", "N", "H", "H", "H", "C", "C", "H", "H", "H", "H", "H"], "positions_angstrom": [[1.03, 1.98, -0.31], [1.07, -1.90, -0.74], [-1.53, -1.54, 1.28], [1.31, 3.25, -0.03], [-1.00, -2.01, 2.11], [1.28, 3.58, 0.99], [-1.22, -1.21, -0.81], [0.70, 1.13, 0.68], [-1.05, -2.89, -0.32], [-2.87, -2.01, 1.18], [0.61, -1.60, 0.11], [0.05, 1.02, -1.94], [0.70, 0.19, 0.37], [-1.49, -0.46, 1.44], [1.04, 1.40, -1.69], [-0.84, -1.86, -0.02], [1.55, 3.95, -0.82], [-3.41, -1.56, 1.84], [1.33, 2.16, -2.42], [0.98, -2.19, 0.86], [1.74, 0.56, -1.75]], "lowdin_charge": [-0.50, 0.09, -0.27, 0.04, 0.12, 0.06, 0.12, -0.01, 0.12, -0.06, -0.01, 0.08, 0.03, 0.12, -0.05, -0.25, 0.05, 0.09, 0.08, 0.09, 0.08], "smiles": "C=C(C)O.NCCO", "orbital_gap_ev": 9.03, "e_lumo_ev": 0.8}

---

{"formula": "C3H6ClFO", "method": "the ωB97M-V functional and the def2-TZVPD basis", "elements": ["H", "C", "H", "O", "C", "Cl", "C", "H", "F", "H", "H", "H"], "positions_angstrom": [[0.16, -2.33, 0.01], [-0.06, -1.31, -0.40], [0.82, 2.52, -0.81], [-0.16, 1.55, -0.95], [-0.30, 1.07, 0.29], [0.59, -1.36, -1.95], [0.58, -0.30, 0.65], [1.65, -0.50, 0.47], [-1.40, -1.06, -0.23], [-0.47, 1.86, 1.24], [0.04, -0.53, 1.67], [-1.45, 0.38, 0.02]], "lowdin_charge": [0.10, -0.84, 0.29, -0.20, -0.42, 0.74, -0.13, 0.09, -0.09, 0.15, 0.14, 0.18], "orbital_gap_ev": 9.31, "e_lumo_ev": 0.1}

---

{"formula": "C36H37F13IN2S2", "method": "the ωB97M-V functional and the def2-TZVPD basis", "elements": ["C", "H", "H", "H", "H", "F", "C", "C", "F", "F", "C", "C", "C", "F", "F", "H", "C", "N", "H", "C", "H", "C", "C", "N", "C", "C", "H", "C", "H", "H", "H", "C", "H", "C", "C", "H", "C", "H", "C", "C", "H", "H", "C", "F", "F", "H", "H", "H", "H", "C", "H", "H", "H", "H", "H", "H", "H", "C", "C", "H", "C", "F", "H", "H", "S", "C", "C", "C", "F", "H", "C", "C", "C", "H", "S", "H", "H", "C", "H", "I", "C", "F", "C", "H", "C", "C", "C", "F", "F", "F", "H"], "positions_angstrom": [[9.31, 4.97, 2.89], [11.01, 4.68, 1.61], [-2.59, 1.00, -6.38], [0.99, 4.06, 5.41], [-4.10, -3.65, -5.10], [-0.86, -3.73, 4.64], [9.29, 3.66, 0.87], [-1.31, -1.49, -0.87], [-0.30, -0.92, 2.64], [0.01, -0.52, 6.11], [7.97, 4.68, 3.09], [-0.14, 0.64, -1.40], [-0.40, -1.55, 3.84], [-4.64, -4.18, -2.65], [2.18, -0.22, 5.75], [-2.94, -2.06, 2.62], [-2.35, 0.31, -0.15], [-1.24, -0.17, -0.84], [3.05, 1.60, -0.50], [4.84, 4.41, 5.44], [5.92, 4.52, 5.45], [-1.25, -3.40, 2.32], [-2.63, 0.40, -8.46], [-2.42, -1.89, -0.28], [-2.63, -2.20, -7.49], [-6.06, -3.02, -5.76], [-3.12, -3.64, 3.32], [-2.65, -0.67, -9.34], [-0.59, -2.15, -1.34], [2.44, 2.06, 5.06], [-7.15, -3.77, -2.12], [7.95, 3.39, 1.10], [-5.74, -2.81, -6.77], [-6.86, -3.55, -3.14], [-5.56, -3.74, -3.56], [-0.05, 0.38, -2.45], [-0.42, -3.09, 3.53], [9.77, 3.24, 0.00], [-2.74, -3.11, 2.44], [-2.87, -3.29, -0.15], [7.45, 5.08, 3.95], [6.22, 3.65, 2.33], [1.18, 0.46, -0.64], [1.88, 6.44, 5.80], [0.70, 0.60, 4.31], [-8.81, -2.93, -3.78], [-1.94, 2.10, 1.23], [-3.57, -3.47, -0.97], [9.84, 5.60, 3.59], [-2.61, 0.18, -7.09], [0.95, 0.14, 0.38], [4.46, 6.52, 5.78], [-2.67, -0.49, -10.41], [-4.52, -3.10, 1.20], [1.81, 2.38, -1.50], [-0.48, 1.68, -1.31], [-2.00, -3.93, -0.31], [2.89, 3.03, 5.22], [4.27, 3.16, 5.24], [-2.67, -2.80, -9.54], [1.98, 1.77, -0.61], [0.85, -3.51, 3.27], [-2.62, 1.42, -8.83], [1.79, -0.33, -1.09], [-2.70, 2.00, 0.12], [2.07, 4.14, 5.41], [-5.13, -3.50, -4.84], [-3.53, -3.57, 1.20], [2.01, -1.14, 3.74], [-1.09, -4.47, 2.14], [-2.61, -1.12, -6.64], [-7.38, -2.82, -5.38], [-2.66, -1.97, -8.86], [-2.63, -3.21, -7.09], [1.00, -0.84, 4.93], [-8.10, -2.46, -6.10], [-4.03, -0.83, 0.70], [4.04, 5.53, 5.63], [4.90, 2.30, 5.09], [1.41, 3.02, 1.03], [-3.08, -0.78, 0.19], [-1.58, -1.22, 4.38], [9.96, 4.46, 1.78], [-0.78, -2.85, 1.50], [-7.78, -3.09, -4.08], [2.67, 5.37, 5.62], [7.27, 3.89, 2.19], [7.28, 2.61, 0.22], [-2.60, -1.35, -5.30], [1.29, -2.25, 5.56], [-3.72, -4.65, 1.26]], "lowdin_charge": [-0.09, 0.11, 0.12, 0.12, 0.10, 0.14, -0.02, -0.01, 0.08, -0.11, -0.08, -0.13, -0.40, 0.02, -0.10, 0.10, -0.56, -0.03, 0.05, -0.08, 0.09, -0.08, -0.07, -0.02, -0.03, -0.07, 0.13, -0.09, 0.18, 0.07, 0.12, -0.29, 0.11, -0.02, -0.27, 0.14, -0.47, 0.12, -0.16, -0.10, 0.08, 0.11, -0.28, 0.06, -0.15, 0.11, -0.12, 0.11, 0.10, -0.02, 0.08, 0.12, 0.11, 0.12, 0.05, 0.08, 0.14, -0.09, -0.09, 0.11, -0.62, 0.11, 0.11, 0.12, 0.87, -0.01, -0.02, -0.15, -0.13, 0.15, -0.29, -0.08, -0.07, 0.11, 0.76, 0.11, 0.15, -0.01, 0.11, 0.82, -0.02, 0.13, -0.08, 0.11, -0.07, -0.28, -0.02, 0.04, 0.03, -0.11, 0.13], "orbital_gap_ev": 8.03, "e_lumo_ev": -2.6, "total_charge": 1}

---

{"formula": "C27H28N2SiYb", "method": "the ωB97M-V functional and the def2-TZVPD basis", "elements": ["C", "H", "H", "C", "C", "C", "H", "H", "C", "H", "C", "H", "H", "C", "H", "C", "C", "H", "H", "H", "C", "C", "H", "C", "H", "N", "Yb", "C", "H", "H", "C", "Si", "C", "C", "H", "C", "H", "H", "H", "H", "H", "H", "H", "H", "C", "C", "C", "C", "H", "H", "H", "C", "C", "C", "C", "H", "C", "C", "N"], "positions_angstrom": [[3.05, -1.27, -3.35], [-1.86, 3.03, -5.22], [-2.54, -2.39, -2.94], [-1.81, -2.38, -3.75], [-0.06, -0.79, 4.38], [1.79, 0.91, -2.17], [-2.16, -1.82, -4.60], [-4.68, 2.51, -2.05], [-0.24, 2.89, 0.35], [2.37, -3.57, 5.71], [3.73, -0.06, -3.27], [-1.28, -1.88, -1.36], [4.73, 0.03, -3.70], [-1.76, 0.81, -2.61], [-0.42, 1.30, -4.23], [1.56, -2.63, 3.94], [2.14, -3.45, 2.93], [-1.77, -0.39, 3.34], [0.48, 2.95, 3.63], [3.52, -2.13, -3.82], [-1.53, 2.75, 0.95], [1.11, -1.89, 6.23], [-3.22, 0.77, -1.03], [3.09, 1.02, -2.66], [-2.46, 2.72, 0.41], [0.55, -1.34, 2.11], [-0.29, 0.86, 1.44], [0.71, 2.97, 1.41], [1.35, -1.91, 7.29], [1.28, -2.35, -2.90], [-2.93, 1.24, -1.96], [-0.80, -0.76, -2.24], [1.20, -2.06, 1.18], [-1.36, 2.73, 2.36], [-3.99, 3.66, -4.13], [0.02, 2.86, 2.64], [-0.79, -1.91, -3.43], [1.34, 1.76, -1.68], [2.46, -3.74, 0.79], [-1.41, 0.72, 4.55], [-0.04, 2.98, -0.71], [2.74, -4.32, 3.25], [-0.36, -0.24, 6.44], [-2.16, 2.72, 3.09], [-3.74, 2.24, -2.52], [0.20, -0.90, 5.77], [1.76, -1.38, -2.85], [-3.35, 2.90, -3.69], [3.64, 1.96, -2.60], [-1.55, -3.40, -4.00], [1.78, 3.09, 1.28], [-1.36, 1.53, -3.75], [1.73, -2.76, 5.35], [0.69, -1.59, 3.45], [1.99, -3.14, 1.58], [1.04, -1.77, 0.14], [1.06, -0.30, -2.32], [-2.16, 2.54, -4.30], [-1.02, 0.07, 3.86]], "lowdin_charge": [-0.08, 0.11, 0.03, -0.07, -0.24, -0.10, 0.06, 0.11, -0.23, 0.12, -0.08, 0.00, 0.11, -0.33, 0.10, -0.13, 0.02, 0.11, 0.12, 0.11, -0.22, -0.06, 0.09, -0.07, 0.09, -0.02, 1.30, -0.22, 0.12, 0.09, -0.14, 0.73, -0.11, -0.25, 0.11, -0.23, -0.06, 0.07, 0.12, 0.12, 0.09, 0.13, 0.12, 0.11, -0.08, 0.01, -0.16, -0.08, 0.11, 0.06, 0.11, -0.11, -0.02, -0.16, -0.04, 0.08, -0.33, -0.07, 0.04], "multiplicity": 2, "orbital_gap_ev": [4.57, 6.88], "e_lumo_ev": [-3.3, -3.3], "s2": 0.759, "total_charge": 1}

---

{"formula": "CH9N2OSi", "method": "the ωB97M-V functional and the def2-TZVPD basis", "elements": ["H", "H", "H", "N", "C", "N", "H", "H", "H", "H", "Si", "H", "O", "H"], "positions_angstrom": [[1.89, -1.60, -1.00], [0.73, 0.41, -1.50], [1.87, 0.56, 0.86], [1.55, -1.15, -0.21], [0.62, -0.09, -0.37], [1.03, 1.03, 0.56], [-2.13, 1.44, -0.28], [-2.59, -0.58, 1.28], [0.25, 0.99, 1.27], [-2.72, -0.72, -1.28], [-2.27, -0.06, -0.06], [1.31, -1.77, 0.60], [-0.65, -0.52, -0.15], [1.08, 2.06, 0.27]], "lowdin_charge": [0.08, 0.22, 0.14, 0.10, -0.52, 0.23, -0.04, -0.04, 0.17, -0.04, 0.68, 0.14, -0.33, 0.21], "smiles": "N[C@H]([NH3+])O[SiH3]", "orbital_gap_ev": 11.21, "e_lumo_ev": -3.6, "total_charge": 1}